(1)
DFT (ωB97M-V/def2-TZVPD) results for C7H12N as an isolated structure.

Last column: Mulliken charge in e.
CARTESIAN COORDINATES (ANGSTROEM)
C: 0.27 -1.49 -1.27  -0.783
C: -0.92 -1.49 -0.62  -0.641
C: 1.78 0.23 -0.03  -0.775
C: -0.07 0.23 1.38  -0.851
C: 0.55 -0.08 -1.10  -0.350
C: -0.83 0.03 -0.38  1.043
C: -2.00 0.90 -0.73  -1.353
N: 1.30 -0.35 1.24  -0.134
H: 0.85 -2.15 -1.81  0.514
H: -1.82 -1.98 -0.37  0.537
H: 2.62 -0.30 -0.37  0.467
H: 2.04 1.35 0.22  0.344
H: -0.20 1.38 1.67  0.317
H: -0.61 -0.41 2.11  0.383
H: 0.92 0.42 -1.97  0.423
H: -2.00 1.97 -0.42  0.334
H: -2.93 0.47 -0.22  0.318
H: -2.04 0.70 -1.75  0.444
H: 1.26 -1.38 1.08  0.422
H: 1.78 -0.13 2.10  0.342

Charge   +1
F_max   4.70 eV/Å
ΔE to the lowest compared entry with this formula, charge and spin   80.0 kcal/mol
Calculated total energy   -8933.5344 eV
Frontier orbital gap   10.456 eV
E_LUMO   -3.074 eV


(2)
DFT (ωB97M-V/def2-TZVPD) results for C10H15AlClI2N2O2P as an isolated structure.

Last column: Mulliken charge in e.
CARTESIAN COORDINATES (ANGSTROEM)
I: -0.49 1.90 -2.15  0.229
I: -0.72 -2.54 -0.59  0.286
Al: -0.74 0.26 0.02  0.629
P: -2.91 -0.16 -1.39  0.235
C: -2.85 -0.80 -3.10  -1.033
C: -4.09 -1.29 -0.57  -1.153
H: -3.91 1.87 -0.58  0.354
H: -4.93 1.08 -1.83  0.480
H: -3.46 2.02 -2.30  0.369
C: -3.91 1.36 -1.55  -1.168
H: -4.12 -1.04 0.50  0.359
H: -5.09 -1.15 -1.01  0.473
H: -3.87 -0.85 -3.49  0.442
H: -2.40 -1.80 -3.11  0.377
H: -3.76 -2.33 -0.69  0.355
H: -2.25 -0.13 -3.72  0.358
C: 0.23 -0.75 -2.01  0.187
O: 0.77 -1.03 -3.00  -0.178
Cl: -1.97 0.88 1.66  -0.226
N: 5.17 0.14 3.77  -0.278
C: 5.02 0.54 2.48  0.296
O: 5.95 1.03 1.84  -0.569
C: 3.67 0.37 1.88  1.019
C: 2.54 -0.12 2.56  -0.837
C: 1.31 -0.15 1.92  -0.582
N: 1.13 0.28 0.63  0.245
C: 2.25 0.64 -0.06  0.214
C: 3.49 0.75 0.54  -0.940
H: 6.09 0.24 4.18  0.259
H: 4.44 -0.29 4.31  0.131
H: 2.58 -0.46 3.59  0.296
H: 0.41 -0.51 2.43  0.501
H: 2.12 0.89 -1.12  0.387
H: 4.32 1.14 -0.04  0.483

Charge   +2
F_max   4.62 eV/Å
ΔE to the lowest compared entry with this formula, charge and spin   2.1 kcal/mol
Calculated total energy   -62284.7808 eV
Frontier orbital gap (alpha / beta)   4.435 / 4.829 eV
E_LUMO (alpha / beta)   -11.100 / -10.706 eV


(3)
DFT (ωB97M-V/def2-TZVPD) results for C22H27Cl2F6N4O5S5Sc as an isolated structure.

Last column: Mulliken charge in e.
CARTESIAN COORDINATES (ANGSTROEM)
Sc: -0.50 0.91 1.74  0.444
O: -1.25 0.47 3.49  -0.371
N: -2.50 0.50 3.92  0.569
C: -2.72 0.43 5.24  -0.213
C: -3.99 0.53 5.75  -0.907
C: -5.06 0.71 4.87  -0.188
C: -4.82 0.76 3.52  -0.897
C: -3.51 0.65 3.01  0.747
S: -3.13 0.71 1.35  -0.367
H: -1.84 0.30 5.85  0.513
H: -4.14 0.47 6.82  0.420
H: -6.06 0.81 5.25  0.397
H: -5.61 0.91 2.80  0.452
F: -0.96 4.69 -1.21  -0.167
C: -0.50 5.10 -0.05  0.461
F: -1.51 5.56 0.70  -0.204
F: 0.39 6.06 -0.24  -0.197
S: 0.26 3.70 0.89  1.484
O: -0.86 2.78 1.10  -0.315
O: 1.36 3.15 0.17  -0.634
N: 0.65 4.47 2.21  -0.719
S: 0.76 3.54 3.47  1.043
O: 1.68 3.96 4.45  -0.608
O: 0.79 2.14 3.05  -0.621
C: -0.90 3.76 4.29  0.657
F: -0.90 3.14 5.47  -0.226
F: -1.89 3.26 3.55  -0.222
F: -1.14 5.05 4.48  -0.237
Cl: 2.12 0.38 1.34  -0.061
C: 2.40 -1.34 1.26  0.728
C: 3.70 -1.78 1.15  -0.771
C: 3.95 -3.13 1.04  -0.544
C: 2.89 -4.03 1.02  -0.634
C: 1.59 -3.56 1.12  0.072
Cl: 0.30 -4.71 1.04  -0.201
C: 1.29 -2.19 1.28  -0.201
S: -0.34 -1.64 1.47  -0.137
H: 4.51 -1.06 1.15  0.483
H: 4.97 -3.50 0.98  0.384
H: 3.06 -5.09 0.93  0.439
C: 4.36 -0.78 -4.11  -1.146
C: 2.98 -0.27 -4.53  -0.272
C: 2.45 0.86 -3.63  -0.670
C: 2.39 0.51 -2.15  -0.406
N: 1.57 -0.66 -1.89  0.322
C: 0.26 -0.66 -1.60  -0.002
S: -0.56 0.77 -1.14  -0.315
N: -0.37 -1.83 -1.68  -0.129
C: -1.79 -2.05 -1.43  -0.463
C: -2.67 -1.83 -2.66  -0.468
C: -2.53 -2.87 -3.78  -0.609
C: -1.24 -2.78 -4.59  -0.956
H: 4.76 -1.46 -4.86  0.389
H: 4.32 -1.32 -3.16  0.243
H: 5.05 0.06 -4.00  0.281
H: 2.26 -1.10 -4.54  0.063
H: 3.03 0.11 -5.55  0.396
H: 1.45 1.14 -3.96  0.224
H: 3.09 1.73 -3.74  0.454
H: 1.96 1.35 -1.60  -0.236
H: 3.39 0.31 -1.75  0.502
H: 1.97 -1.54 -2.18  0.327
H: 0.18 -2.64 -1.92  0.391
H: -2.09 -1.36 -0.64  -0.261
H: -1.90 -3.07 -1.05  0.564
H: -2.45 -0.83 -3.05  0.234
H: -3.70 -1.82 -2.31  0.412
H: -3.37 -2.73 -4.46  0.359
H: -2.62 -3.87 -3.35  0.269
H: -1.02 -1.74 -4.87  0.234
H: -1.33 -3.36 -5.51  0.440
H: -0.38 -3.17 -4.05  0.175

Charge   0
F_max   2.65 eV/Å
Calculated total energy   -155680.4078 eV
Frontier orbital gap   7.652 eV
E_LUMO   0.207 eV


(4)
DFT (ωB97M-V/def2-TZVPD) results for a 8-piece molecular cluster, C25H68O7SSi overall.

Last column: Mulliken charge in e.
CARTESIAN COORDINATES (ANGSTROEM)
C: 0.05 -3.87 1.72  -0.962
Si: 0.39 -2.09 1.06  0.536
C: -1.26 -1.23 0.55  -0.691
C: -2.51 -1.48 1.59  -0.160
C: -3.74 -2.15 0.70  -0.568
S: -5.13 -2.85 1.76  -0.275
H: 0.39 -4.08 2.82  0.292
H: 0.65 -4.63 1.02  0.295
H: -1.10 -4.13 1.52  0.236
H: 1.19 -1.26 2.00  -0.180
H: 1.19 -2.20 -0.19  -0.221
H: -1.03 -0.07 0.52  0.163
H: -1.57 -1.58 -0.53  0.480
H: -2.24 -2.11 2.55  0.423
H: -2.88 -0.40 1.93  0.119
H: -4.21 -1.24 0.08  -0.023
H: -3.24 -2.96 0.01  0.391
H: -4.79 -4.23 1.91  0.147
C: -6.03 -4.47 -2.82  -1.136
C: -7.32 -3.76 -2.45  0.349
C: -7.04 -2.39 -1.83  -0.663
O: -8.05 -4.55 -1.51  -0.553
H: -5.41 -4.64 -1.94  0.220
H: -6.25 -5.46 -3.25  0.318
H: -5.46 -3.89 -3.55  0.351
H: -7.95 -3.64 -3.33  0.301
H: -6.45 -2.49 -0.91  -0.127
H: -7.98 -1.90 -1.55  0.323
H: -6.50 -1.75 -2.53  0.328
H: -7.50 -4.67 -0.72  0.337
C: -4.14 1.70 -1.30  -0.269
C: -5.19 2.24 -0.34  0.306
C: -4.57 3.15 0.71  -0.934
O: -5.85 1.16 0.30  -0.552
H: -3.40 1.10 -0.76  -0.140
H: -4.60 1.04 -2.04  0.249
H: -3.62 2.51 -1.82  0.083
H: -5.95 2.80 -0.91  0.288
H: -3.84 2.60 1.32  0.133
H: -5.34 3.53 1.39  0.337
H: -4.07 4.00 0.24  0.244
H: -5.19 0.66 0.81  0.319
C: 5.16 -1.99 -2.24  -1.461
C: 4.11 -1.44 -1.29  0.569
C: 4.73 -0.54 -0.24  -1.090
O: 3.45 -2.53 -0.64  -0.463
H: 5.90 -2.59 -1.70  0.393
H: 4.70 -2.65 -2.98  0.353
H: 5.68 -1.18 -2.76  0.349
H: 3.35 -0.89 -1.85  0.194
H: 5.46 -1.08 0.37  0.335
H: 3.96 -0.16 0.45  0.211
H: 5.23 0.32 -0.70  0.301
H: 4.11 -3.03 -0.14  0.316
C: -2.40 5.73 -2.73  -1.261
C: -1.29 4.73 -2.48  0.442
C: -0.12 4.95 -3.43  -1.222
O: -1.79 3.40 -2.65  -0.552
H: -2.80 5.62 -3.75  0.324
H: -3.24 5.55 -2.05  0.269
H: -2.05 6.75 -2.60  0.411
H: -0.94 4.82 -1.44  0.256
H: -0.43 4.82 -4.47  0.351
H: 0.67 4.22 -3.24  0.204
H: 0.30 5.95 -3.31  0.378
H: -2.09 3.31 -3.57  0.332
C: 4.12 1.85 -3.20  -1.163
C: 3.53 2.92 -4.11  0.533
C: 4.23 2.95 -5.46  -1.475
O: 3.65 4.20 -3.48  -0.555
H: 5.18 2.05 -3.00  0.337
H: 3.61 1.85 -2.23  0.333
H: 4.02 0.86 -3.64  0.300
H: 2.46 2.73 -4.25  0.271
H: 5.29 3.18 -5.34  0.341
H: 3.81 3.73 -6.10  0.369
H: 4.14 1.99 -5.97  0.362
H: 4.60 4.37 -3.35  0.358
C: 5.56 -3.40 3.86  -1.207
C: 6.40 -2.19 3.49  0.421
C: 6.94 -1.48 4.72  -1.317
O: 5.61 -1.28 2.73  -0.370
H: 4.69 -3.10 4.46  0.302
H: 5.17 -3.89 2.96  0.263
H: 6.15 -4.13 4.43  0.386
H: 7.24 -2.50 2.85  0.272
H: 6.12 -1.12 5.35  0.324
H: 7.53 -0.61 4.44  0.327
H: 7.57 -2.16 5.32  0.382
H: 4.86 -0.99 3.29  0.242
C: -0.49 0.46 4.20  -0.911
C: 0.84 0.57 4.94  0.411
C: 0.76 1.55 6.09  -1.412
O: 1.85 1.00 4.02  -0.510
H: -0.78 1.43 3.78  0.330
H: -0.41 -0.24 3.37  -0.096
H: -1.28 0.12 4.88  0.402
H: 1.14 -0.41 5.31  0.298
H: 0.50 2.56 5.73  0.354
H: 1.72 1.63 6.60  0.335
H: 0.00 1.24 6.82  0.379
H: 1.59 1.87 3.68  0.333

Charge   0
F_max   2.63 eV/Å
SMILES   C[SiH2]CCCS.CC(C)O.CC(C)O.CC(C)O.CC(C)O.CC(C)O.CC(C)O.CC(C)O
ΔE to the lowest compared entry with this formula, charge and spin   37.5 kcal/mol
Calculated total energy   -60070.8311 eV
Frontier orbital gap   9.546 eV
E_LUMO   0.489 eV


(5)
DFT (ωB97M-V/def2-TZVPD) results for one molecule with the formula C23H26FN3O4.

Last column: Mulliken charge in e.
CARTESIAN COORDINATES (ANGSTROEM)
C: -1.10 -0.81 6.22  -0.748
O: -0.82 -0.14 5.01  -0.447
C: -0.02 -0.69 4.06  0.091
C: 0.37 0.22 3.08  -0.415
C: 1.18 -0.17 2.03  -0.302
C: 1.69 0.80 1.01  0.220
O: 2.88 0.86 0.73  -0.667
N: 0.78 1.63 0.44  0.047
C: -0.65 1.42 0.44  -0.750
C: -1.22 1.54 -0.98  -0.906
C: -0.17 1.03 -1.98  -0.152
N: -0.72 0.87 -3.30  0.483
C: -0.80 -0.30 -4.01  1.067
C: -0.31 -1.60 -3.49  -1.491
N: -1.35 -0.16 -5.18  -0.860
C: -1.66 1.17 -5.29  0.188
C: -2.26 1.85 -6.34  -0.691
C: -2.45 3.20 -6.16  0.218
F: -3.03 3.92 -7.15  -0.336
C: -2.06 3.89 -5.01  -0.943
C: -1.47 3.21 -3.96  -0.343
C: -1.27 1.85 -4.11  0.745
C: 1.06 1.97 -1.97  -0.835
C: 1.24 2.56 -0.57  -1.060
C: 1.63 -1.48 1.96  -0.549
C: 1.23 -2.41 2.91  0.801
O: 1.59 -3.73 2.86  -0.422
C: 2.47 -4.15 1.84  -0.924
C: 0.41 -2.02 3.98  0.976
O: -0.04 -2.92 4.92  -0.540
C: 0.88 -3.83 5.49  -0.769
H: -0.19 -1.07 6.76  0.306
H: -1.70 -1.71 6.06  0.263
H: -1.68 -0.09 6.81  0.274
H: 0.04 1.24 3.19  0.537
H: -1.13 2.17 1.09  0.209
H: -0.86 0.43 0.85  0.599
H: -1.47 2.58 -1.21  0.289
H: -2.13 0.95 -1.06  0.369
H: 0.15 0.04 -1.64  0.167
H: -0.84 -1.89 -2.59  0.297
H: -0.48 -2.35 -4.26  0.403
H: 0.76 -1.56 -3.28  0.300
H: -2.57 1.35 -7.24  0.490
H: -2.24 4.95 -4.95  0.438
H: -1.17 3.75 -3.08  0.327
H: 0.93 2.76 -2.70  0.461
H: 1.94 1.40 -2.25  0.261
H: 0.67 3.49 -0.46  0.421
H: 2.29 2.77 -0.38  0.521
H: 2.28 -1.75 1.14  0.546
H: 3.42 -3.61 1.89  0.384
H: 2.64 -5.21 2.03  0.237
H: 2.03 -4.03 0.85  0.343
H: 0.46 -4.11 6.45  0.310
H: 1.00 -4.72 4.86  0.227
H: 1.86 -3.36 5.64  0.333

Charge   0
F_max   0.87 eV/Å
SMILES   COc1cc(C(=O)N2CCC(n3c(C)nc4cc(F)ccc43)CC2)cc(OC)c1OC
ΔE to the lowest compared entry with this formula, charge and spin   0.0 kcal/mol
Calculated total energy   -39650.5153 eV
Frontier orbital gap   8.871 eV
E_LUMO   0.434 eV


The lowest calculated total energy belongs to which entry? C22H27Cl2F6N4O5S5Sc